C55H86F9NO9S | wB97M-V/def2-TZVPD

XYZ file:
```
161
Properties=species:S:1:pos:R:3:forces:R:3:lowdin_charge:R:1
C 1.6898 -4.4254 2.0778 -0.11 -0.08 -0.21 -0.106
O 0.6380 -4.6634 1.1602 0.17 0.10 0.14 -0.192
C 1.0647 -5.4541 0.0530 -0.61 0.36 0.01 -0.222
C 0.3998 -4.8986 -1.1968 0.05 0.01 0.20 -0.177
C -1.0402 -5.3827 -1.3393 0.19 -0.04 -0.13 -0.212
C -1.6287 -5.0633 -2.7111 0.54 0.44 0.29 -0.187
C -1.6547 -3.5452 -2.9882 -0.35 -0.05 -0.42 -0.200
C -2.9903 -2.9724 -3.4992 0.28 -0.14 0.11 -0.204
C -4.2612 -3.4848 -2.8113 0.43 0.46 -0.03 -0.196
C -4.2181 -3.4739 -1.2739 -0.24 -0.50 -0.12 -0.181
C -4.8523 -4.7241 -0.6173 -0.13 0.49 0.32 -0.187
C -5.9460 -4.3227 0.3748 0.19 0.59 -0.13 -0.147
C -5.4689 -3.4951 1.5578 0.25 -0.08 0.19 -0.118
C -4.1166 -3.5088 1.9399 -0.47 0.23 0.37 0.073
C -3.7050 -2.6551 2.9514 0.05 -0.37 -0.10 -0.076
C -4.5838 -1.8027 3.5921 -0.37 0.03 0.09 -0.083
C -5.9305 -1.7971 3.2705 0.38 -0.40 -0.15 0.066
C -6.3733 -2.6484 2.2445 0.03 0.11 0.29 -0.106
C -7.8178 -2.5571 1.8774 -0.11 0.28 -0.25 -0.188
C -8.6763 -3.6580 1.8245 -0.10 0.64 -0.19 -0.032
C -10.0092 -3.4740 1.4626 0.09 -0.06 0.06 -0.075
C -10.5106 -2.2142 1.1488 0.37 0.11 0.08 -0.086
C -9.6613 -1.1110 1.1876 0.31 -0.56 0.23 -0.074
C -8.3314 -1.2914 1.5606 -0.21 -0.18 -0.10 -0.033
C -3.7724 -0.9744 4.5513 0.01 -0.53 -1.59 -0.361
O -4.0982 -0.4649 5.5616 -0.39 0.88 0.99 0.177
N -2.4211 -1.0099 4.0102 0.33 -0.31 1.01 0.028
C -2.2649 -0.1432 2.8305 0.13 0.82 -0.08 -0.156
C -1.1429 0.8916 2.9392 0.28 -0.63 -0.60 -0.151
C -0.5645 1.0955 1.5289 0.31 -0.32 0.75 -0.186
C 0.6490 2.0126 1.5446 -0.72 0.60 -0.33 -0.075
C 1.1569 2.3983 0.1543 -0.25 -0.62 1.33 -0.471
F 2.0202 3.4243 0.2796 0.11 0.25 -0.13 0.118
F 0.0963 2.7947 -0.5857 0.17 0.16 -0.42 0.111
C 1.8640 1.2020 -0.5300 0.19 0.01 -0.45 -0.440
F 0.9554 0.3088 -0.9143 -0.23 -0.05 -0.14 0.140
F 2.6624 0.6053 0.3570 0.22 0.06 0.23 0.129
S 2.9688 1.6197 -2.0280 -0.36 -0.40 -0.28 0.768
F 3.7325 0.2418 -1.8642 0.13 -0.05 0.04 -0.126
F 3.9936 2.3238 -1.0627 0.20 0.18 0.20 -0.119
F 2.1923 2.9805 -2.2587 0.03 0.21 -0.06 -0.130
F 1.9797 0.9117 -3.0505 -0.04 0.05 -0.01 -0.142
F 3.9095 1.9835 -3.2378 0.07 -0.01 -0.06 -0.111
C -2.3500 -2.3891 3.5501 -1.30 0.67 -0.71 -0.367
O -1.4328 -3.1124 3.6803 1.28 -0.78 -0.02 0.186
H 2.4321 -3.7504 1.6458 0.17 -0.05 -0.09 0.079
H 1.2954 -3.9592 2.9725 -0.30 -0.02 0.10 0.078
H 2.1626 -5.3745 2.3407 0.14 -0.01 0.18 0.082
H 0.7073 -6.4728 0.2265 0.31 -0.25 -0.01 0.121
H 2.1487 -5.4362 -0.0385 0.17 -0.01 0.02 0.106
H 0.9776 -5.1443 -2.0888 0.04 -0.20 -0.08 0.120
H 0.4377 -3.8165 -1.0879 0.02 0.15 -0.15 0.111
H -1.0273 -6.4633 -1.1865 -0.18 -0.12 0.03 0.112
H -1.6284 -4.9413 -0.5348 -0.17 -0.01 0.09 0.096
H -0.9467 -5.5196 -3.4286 -0.16 -0.20 -0.23 0.106
H -2.6034 -5.5239 -2.8428 -0.15 -0.02 0.04 0.100
H -1.3169 -2.9719 -2.1287 -0.03 -0.09 0.29 0.094
H -0.9244 -3.3423 -3.7696 0.16 0.18 0.02 0.107
H -2.9408 -1.8864 -3.4120 0.02 0.13 0.01 0.103
H -3.0435 -3.1838 -4.5661 -0.29 0.01 -0.13 0.100
H -4.4919 -4.4687 -3.2084 -0.12 -0.21 0.11 0.097
H -5.0649 -2.8143 -3.1108 -0.24 -0.17 -0.24 0.103
H -3.2028 -3.3694 -0.9042 0.19 0.14 -0.06 0.088
H -4.7711 -2.5985 -0.9372 0.09 0.18 0.15 0.111
H -5.3233 -5.3433 -1.3749 0.05 -0.18 -0.12 0.107
H -4.0828 -5.3114 -0.1203 0.03 -0.28 -0.09 0.096
H -6.6191 -3.6715 -0.1859 -0.28 -0.07 0.00 0.122
H -6.5503 -5.1631 0.7031 0.08 -0.24 0.09 0.111
H -3.3872 -4.1321 1.4488 0.03 -0.13 -0.09 0.118
H -6.6103 -1.1370 3.7874 -0.16 0.00 0.01 0.132
H -8.3027 -4.6408 2.0561 0.00 -0.18 0.09 0.110
H -10.6599 -4.3365 1.4240 -0.08 -0.02 0.01 0.101
H -11.5482 -2.0825 0.8822 -0.09 -0.08 -0.06 0.099
H -10.0108 -0.1239 0.9310 -0.11 0.10 -0.01 0.100
H -7.6709 -0.4358 1.5783 0.09 0.04 0.02 0.113
H -3.2011 0.3700 2.5965 -0.17 -0.07 0.03 0.138
H -2.0441 -0.7566 1.9570 -0.06 -0.23 -0.07 0.124
H -0.3496 0.4427 3.5321 0.01 0.18 0.39 0.121
H -1.4817 1.8244 3.3794 0.03 0.08 0.20 0.119
H -1.3465 1.4651 0.8712 0.05 0.02 -0.28 0.124
H -0.2468 0.1016 1.2202 -0.17 -0.10 -0.39 0.112
H 1.4485 1.6397 2.1745 0.16 -0.16 -0.07 0.138
H 0.3393 2.9607 1.9782 0.17 0.18 0.04 0.110
C 2.1718 6.5098 4.0778 0.08 0.00 -0.08 -0.169
C 0.8819 7.0786 3.4967 -0.07 -0.04 0.09 -0.162
C 0.4909 5.9991 2.4969 0.08 0.00 -0.11 -0.197
O 0.9735 4.7604 3.0280 0.01 0.22 0.12 -0.176
C 1.8653 5.0205 4.1195 -0.12 -0.03 0.10 -0.188
H 2.4321 6.9178 5.0520 0.01 0.02 -0.01 0.116
H 3.0031 6.7016 3.3967 0.02 -0.01 0.03 0.102
H 0.1243 7.1621 4.2791 -0.01 0.01 -0.02 0.116
H 1.0021 8.0579 3.0348 0.03 0.00 -0.01 0.107
H 0.9665 6.1659 1.5241 -0.03 0.04 0.00 0.118
H -0.5875 5.9287 2.3472 0.00 -0.06 0.00 0.119
H 1.3594 4.7443 5.0504 0.05 0.01 0.03 0.120
H 2.7556 4.3999 4.0124 -0.03 -0.04 -0.06 0.120
C 6.7140 -3.4550 1.7399 -0.02 0.03 0.10 -0.159
C 6.5407 -4.9131 1.3237 0.05 0.05 -0.13 -0.160
C 5.0795 -4.9375 0.8964 0.00 -0.02 0.08 -0.216
O 4.7815 -3.6358 0.3879 0.01 -0.01 0.01 -0.154
C 5.8432 -2.7363 0.7187 0.06 -0.04 -0.09 -0.200
H 7.7489 -3.1173 1.7297 0.01 -0.04 0.00 0.090
H 6.3157 -3.3048 2.7462 0.00 0.01 -0.01 0.118
H 7.1873 -5.1380 0.4724 0.00 -0.01 0.01 0.114
H 6.7620 -5.6264 2.1159 -0.02 0.01 0.02 0.113
H 4.4228 -5.1348 1.7487 0.03 -0.08 0.02 0.099
H 4.8764 -5.6806 0.1233 -0.04 0.04 -0.03 0.117
H 6.4056 -2.5137 -0.1953 0.03 0.04 0.03 0.115
H 5.4191 -1.8055 1.0979 -0.06 -0.01 -0.02 0.116
C -0.7536 3.5845 -3.5914 -0.05 0.01 -0.19 -0.172
C -2.0267 4.1997 -4.1697 -0.04 0.01 0.08 -0.166
C -2.4839 3.1192 -5.1401 0.09 -0.01 -0.06 -0.213
O -2.0560 1.8748 -4.5873 0.01 0.02 0.02 -0.145
C -1.1389 2.1127 -3.5128 -0.13 0.03 0.10 -0.200
H -0.4658 3.9987 -2.6295 -0.01 0.00 0.03 0.096
H 0.0776 3.7243 -4.2868 0.01 -0.03 0.01 0.117
H -2.7689 4.3337 -3.3790 0.00 0.00 -0.01 0.114
H -1.8688 5.1622 -4.6542 0.01 0.00 -0.01 0.111
H -2.0152 3.2448 -6.1228 -0.03 0.05 -0.01 0.116
H -3.5666 3.0981 -5.2745 -0.01 -0.05 0.00 0.113
H -1.6465 1.8879 -2.5678 0.05 0.02 0.03 0.117
H -0.2893 1.4427 -3.6154 -0.01 -0.06 -0.05 0.101
C 11.0929 -0.4723 0.7921 0.06 0.03 0.08 -0.169
C 12.0303 -1.6400 0.4952 -0.05 -0.03 -0.09 -0.171
C 11.6259 -2.6411 1.5689 0.03 0.05 0.09 -0.203
O 10.2363 -2.4200 1.8220 0.00 0.02 0.00 -0.156
C 9.8210 -1.1975 1.2083 -0.03 -0.07 -0.11 -0.216
H 10.9399 0.1950 -0.0545 -0.01 -0.01 -0.02 0.112
H 11.4810 0.1172 1.6256 -0.01 0.00 0.00 0.114
H 11.8199 -2.0453 -0.4970 0.01 -0.01 0.00 0.113
H 13.0863 -1.3785 0.5387 0.00 0.01 0.02 0.111
H 12.1798 -2.4723 2.4984 0.04 -0.01 -0.02 0.117
H 11.7733 -3.6770 1.2623 -0.05 -0.02 0.02 0.116
H 9.2010 -1.4426 0.3383 -0.01 0.09 -0.02 0.114
H 9.2166 -0.6277 1.9151 -0.01 -0.05 0.03 0.119
C 3.8422 10.9225 2.5586 -0.12 -0.01 -0.02 -0.170
C 4.0892 11.8248 3.7621 0.13 0.01 0.00 -0.172
C 3.6820 10.9190 4.9143 -0.12 -0.07 0.08 -0.205
O 3.9727 9.5784 4.5052 -0.04 0.12 -0.17 -0.148
C 4.2585 9.5630 3.1017 0.13 -0.01 0.10 -0.206
H 4.4018 11.2111 1.6703 0.02 -0.01 0.00 0.112
H 2.7793 10.9178 2.3056 0.01 0.00 -0.01 0.112
H 5.1511 12.0705 3.8333 -0.01 0.01 0.01 0.114
H 3.5259 12.7562 3.7376 -0.02 -0.01 0.00 0.112
H 2.6085 10.9938 5.1194 0.01 0.06 0.01 0.117
H 4.2252 11.1355 5.8345 0.00 -0.06 0.02 0.116
H 5.3330 9.3951 2.9739 -0.01 -0.01 -0.09 0.120
H 3.7196 8.7394 2.6320 0.00 -0.03 0.05 0.099
C -5.1192 -0.8401 -8.5362 -0.11 0.01 0.01 -0.171
C -4.8451 -0.0609 -7.2521 0.13 -0.01 -0.06 -0.169
C -5.0385 -1.1367 -6.1938 -0.10 -0.04 0.07 -0.205
O -4.6558 -2.3750 -6.7985 -0.01 0.05 -0.02 -0.148
C -4.5102 -2.1972 -8.2086 0.12 0.03 0.03 -0.206
H -4.6859 -0.3875 -9.4269 0.02 0.00 0.01 0.110
H -6.1961 -0.9380 -8.6925 0.01 -0.01 -0.01 0.112
H -3.8128 0.2953 -7.2418 0.00 0.00 0.03 0.113
H -5.5011 0.7961 -7.1075 -0.03 -0.01 0.00 0.111
H -6.0887 -1.2116 -5.8896 0.00 0.06 0.02 0.118
H -4.4303 -0.9672 -5.3047 0.03 -0.05 0.00 0.105
H -3.4427 -2.2212 -8.4542 -0.01 0.01 -0.06 0.117
H -5.0023 -3.0213 -8.7264 0.00 -0.03 0.04 0.115
```
Positions in Å, forces in eV/Å.

Values from the calculation:
Highest occupied orbital energy in Eh: -0.3287
Multiplicity: 1
F_max in eV/A: 1.67
SMILES: COCCCCCCCCCCc1cc2c(cc1-c1ccccc1)C(=O)N(CCCCC(F)(F)C(F)(F)S(F)(F)(F)(F)F)C2=O.C1CCOC1.C1CCOC1.C1CCOC1.C1CCOC1.C1CCOC1.C1CCOC1
E_LUMO in Eh: 0.010
Total charge: 0
Gap between HOMO and LUMO in Ha: 0.338